{
  "formula": "C20H31InO3",
  "method": "ωB97M-V/def2-TZVPD",
  "de_lowest_kj_mol": 4.65,
  "species": ["In", "O", "O", "O", "C", "C", "C", "C", "C", "C", "C", "C", "C", "C", "C", "C", "C", "C", "C", "C", "C", "C", "C", "C", "H", "H", "H", "H", "H", "H", "H", "H", "H", "H", "H", "H", "H", "H", "H", "H", "H", "H", "H", "H", "H", "H", "H", "H", "H", "H", "H", "H", "H", "H", "H"],
  "xyz": [[0.542, -0.404, -0.397], [6.162, 0.592, -2.932], [-0.797, -1.666, 0.359], [3.261, -0.595, -1.770], [3.811, -1.579, -0.818], [4.760, 0.500, -0.218], [-2.286, 0.826, -1.534], [-1.478, -0.067, -2.266], [3.844, 0.707, -1.440], [-0.259, 1.880, -1.832], [1.562, 1.764, 1.503], [0.479, 2.658, 1.494], [7.349, -0.169, -2.543], [-0.330, 0.636, 2.249], [1.069, 0.460, 1.892], [6.731, 1.544, -5.148], [8.310, 0.760, -3.262], [5.141, -0.969, -0.377], [-2.137, -1.845, 0.758], [-0.690, 1.964, 1.936], [-1.546, 2.014, -1.290], [6.996, 2.927, -3.106], [-0.190, 0.566, -2.456], [7.016, 1.520, -3.667], [5.592, -1.422, 0.502], [-1.933, 2.890, -0.785], [7.265, -1.184, -2.953], [3.057, 1.476, -1.285], [7.167, 2.912, -2.019], [3.936, -2.533, -1.343], [-2.151, -2.406, 1.708], [5.786, 2.062, -5.331], [-2.659, -2.415, -0.024], [7.804, 3.496, -3.600], [0.534, 2.626, -1.884], [0.526, 3.718, 1.244], [-3.314, 0.645, -1.216], [-1.786, -1.018, -2.687], [3.138, -1.719, 0.064], [7.506, -0.188, -1.449], [5.624, 1.192, -0.179], [6.709, 0.549, -5.598], [-2.683, -0.900, 0.908], [8.901, 0.311, -4.058], [2.599, 2.000, 1.259], [1.685, -0.403, 2.173], [0.566, 0.279, -3.191], [-0.971, -0.134, 2.685], [4.186, 0.612, 0.721], [7.516, 2.113, -5.654], [6.028, 3.400, -3.323], [4.417, 0.995, -2.339], [5.797, -1.076, -1.252], [8.904, 1.366, -2.582], [-1.681, 2.405, 2.046]]
}

{
  "formula": "C20H31KN14OS2",
  "method": "ωB97M-V/def2-TZVPD",
  "de_lowest_kj_mol": 69.78,
  "species": ["K", "S", "S", "O", "N", "N", "N", "N", "N", "N", "N", "N", "N", "N", "N", "N", "N", "N", "C", "C", "C", "C", "C", "C", "C", "C", "C", "C", "C", "C", "C", "C", "C", "C", "C", "C", "C", "C", "H", "H", "H", "H", "H", "H", "H", "H", "H", "H", "H", "H", "H", "H", "H", "H", "H", "H", "H", "H", "H", "H", "H", "H", "H", "H", "H", "H", "H", "H", "H"],
  "xyz": [[0.193, 0.512, -2.250], [0.742, -2.755, 1.051], [-0.153, 0.423, -5.140], [-1.227, -0.071, -4.203], [-2.357, -0.382, -1.342], [-1.975, 2.461, -0.697], [0.759, 2.758, 1.698], [-3.480, -2.449, -1.587], [-0.865, 2.880, -1.317], [3.335, -1.784, -2.380], [3.326, -2.883, 0.435], [1.668, -2.300, -6.189], [1.757, -0.024, 1.807], [1.154, 0.775, -4.578], [-2.226, -1.567, 2.692], [2.680, -0.955, 1.430], [-2.998, -1.648, 0.514], [-2.083, 0.355, 1.317], [0.591, 2.173, 4.014], [-1.346, -0.990, 3.683], [2.239, -2.525, -2.579], [-1.109, 4.146, -1.641], [-3.222, -2.484, 3.210], [2.289, -2.175, 0.964], [3.389, -1.404, -4.750], [-0.814, 3.875, 3.112], [-2.911, 3.417, -0.616], [3.574, 1.216, 2.950], [1.129, 2.020, 2.741], [-2.389, 4.544, -1.220], [2.169, 0.981, 2.471], [-0.197, 3.665, 1.887], [3.885, -1.250, -3.475], [2.224, -2.147, -4.940], [-2.933, -1.402, -0.862], [-0.407, 3.116, 4.198], [-2.412, -0.858, 1.517], [1.652, -2.736, -3.811], [-0.361, 4.719, -2.165], [3.865, -0.907, -5.585], [-0.862, 3.252, 5.171], [-3.865, 3.228, -0.155], [-1.835, -0.206, 4.280], [3.666, -0.736, 1.446], [0.934, 1.550, 4.831], [-2.370, -0.361, -2.362], [-2.034, 1.504, -0.325], [-2.999, -2.632, 0.729], [-1.594, 4.618, 3.208], [-1.022, -1.782, 4.360], [0.693, -2.554, -6.206], [0.749, -3.329, -3.891], [4.189, 1.634, 2.148], [-3.579, -2.268, -2.573], [-0.462, -0.583, 3.195], [3.036, -3.766, 0.045], [-4.261, -2.936, -1.179], [4.770, -0.644, -3.316], [1.787, -2.962, -1.694], [3.936, -2.370, -0.195], [3.577, 1.935, 3.768], [4.041, 0.294, 3.301], [-2.865, 5.500, -1.346], [-3.682, -2.076, 4.117], [1.897, -1.580, -6.855], [-4.023, -2.642, 2.492], [-2.777, -3.450, 3.463], [-0.484, 4.242, 1.015], [-1.718, 0.780, 2.164]]
}

{
  "formula": "C20H31N3O2",
  "method": "ωB97M-V/def2-TZVPD",
  "smiles": "CC[C@H](C)[C@H](NC(=O)[C@H]1CC[C@@H](C)CC1)C(=O)NCc1cccnc1",
  "de_lowest_kj_mol": 37.06,
  "species": ["O", "O", "N", "N", "N", "C", "C", "C", "C", "C", "C", "C", "C", "C", "C", "C", "C", "C", "C", "C", "C", "C", "C", "C", "C", "H", "H", "H", "H", "H", "H", "H", "H", "H", "H", "H", "H", "H", "H", "H", "H", "H", "H", "H", "H", "H", "H", "H", "H", "H", "H", "H", "H", "H", "H", "H"],
  "xyz": [[0.834, -2.885, 0.781], [0.407, -0.079, -2.657], [-0.143, -2.378, -1.195], [-4.350, -0.935, -0.710], [1.488, 0.043, -0.697], [-1.950, 1.704, -0.671], [-2.550, -2.174, 0.991], [3.240, -1.525, 0.103], [-2.481, 2.076, 1.765], [3.661, 0.396, 1.829], [-1.620, 2.511, 0.584], [0.748, 0.578, -1.680], [-4.450, -0.796, 0.600], [-1.128, 2.190, -1.860], [0.730, 2.777, -0.279], [-1.336, -3.172, -0.977], [0.374, 2.051, -1.577], [0.829, -2.280, -0.273], [3.121, -1.007, 1.552], [-0.135, 2.341, 0.904], [1.960, -1.328, -0.725], [-3.573, -1.389, 1.496], [-3.373, -1.686, -1.186], [-2.445, -2.343, -0.385], [4.444, -0.953, -0.642], [4.324, 0.111, -0.826], [3.670, -1.695, 2.198], [1.677, 0.561, 0.143], [0.040, 1.293, 1.159], [4.739, 0.428, 1.698], [0.918, 2.529, -2.403], [-1.065, -3.974, -0.285], [-3.692, -1.246, 2.560], [-1.362, 3.238, -2.061], [-5.269, -0.178, 0.943], [3.227, 1.160, 1.188], [4.562, -1.452, -1.601], [-1.375, 1.608, -2.748], [3.442, 0.664, 2.860], [5.353, -1.110, -0.067], [2.076, -1.070, 1.857], [-3.536, 2.196, 1.531], [0.561, 3.844, -0.446], [-1.646, -3.598, -1.935], [-2.252, 2.670, 2.647], [0.128, 2.940, 1.780], [-0.116, -1.747, -1.994], [3.366, -2.611, 0.167], [-1.739, 0.647, -0.488], [-1.836, -2.654, 1.646], [-3.332, -1.770, -2.265], [2.172, -1.569, -1.776], [-2.301, 1.028, 1.997], [1.793, 2.663, -0.048], [-3.014, 1.789, -0.901], [-1.817, 3.570, 0.379]]
}

{
  "formula": "C20H31N3O2S",
  "method": "ωB97M-V/def2-TZVPD",
  "de_lowest_kj_mol": 29.77,
  "species": ["S", "O", "O", "N", "N", "N", "C", "C", "C", "C", "C", "C", "C", "C", "C", "C", "C", "C", "C", "C", "C", "C", "C", "C", "C", "C", "H", "H", "H", "H", "H", "H", "H", "H", "H", "H", "H", "H", "H", "H", "H", "H", "H", "H", "H", "H", "H", "H", "H", "H", "H", "H", "H", "H", "H", "H", "H"],
  "xyz": [[-2.536, -2.179, -7.164], [1.000, -1.086, 0.774], [-1.305, 0.135, -3.129], [-0.603, 0.099, -0.263], [-1.128, -2.108, -2.825], [-3.345, -0.816, -6.736], [0.558, 0.005, 0.434], [-3.596, 0.798, -4.937], [4.025, 2.066, 3.412], [3.142, 2.175, 4.652], [1.319, 1.283, 0.744], [-0.096, -3.971, 0.294], [1.977, 1.190, 4.581], [-1.255, 1.371, -0.542], [-1.462, -1.006, -3.534], [-0.262, 1.024, 3.316], [-0.885, -3.582, -0.949], [-2.988, -0.431, -5.534], [3.212, 2.220, 2.128], [2.067, 1.206, 2.070], [1.190, 1.391, 3.303], [-2.025, -1.275, -4.890], [0.148, 2.476, 3.346], [-1.677, -2.309, -5.713], [-1.320, -1.148, -0.499], [-0.628, -2.155, -1.444], [2.497, 0.201, 2.129], [-0.319, -3.326, 1.142], [1.319, 1.312, 5.446], [-0.323, -5.001, 0.574], [3.732, 2.004, 5.555], [-0.953, -3.089, -5.534], [-1.548, 1.884, 0.378], [2.741, 3.192, 4.721], [2.043, 1.402, -0.069], [0.680, 2.164, 0.709], [-0.037, 3.071, 2.461], [0.975, -3.888, 0.112], [0.443, -1.952, -1.441], [-0.660, 0.587, 4.223], [2.799, 3.234, 2.072], [-2.139, 1.182, -1.141], [-4.342, 1.197, -5.620], [-1.458, -1.648, 0.463], [-0.627, -4.279, -1.754], [-0.615, 2.023, -1.134], [3.861, 2.092, 1.257], [4.513, 1.085, 3.404], [-2.305, -0.904, -0.893], [4.822, 2.813, 3.447], [-2.827, 1.544, -4.745], [-0.723, 0.651, 2.411], [2.358, 0.163, 4.611], [-1.961, -3.696, -0.773], [-4.062, 0.573, -3.977], [0.034, 3.020, 4.275], [-1.441, -2.987, -3.203]]
}

{
  "formula": "C20H31N3O2S",
  "method": "ωB97M-V/def2-TZVPD",
  "de_lowest_kj_mol": 9.73,
  "species": ["S", "O", "O", "N", "N", "N", "C", "C", "C", "C", "C", "C", "C", "C", "C", "C", "C", "C", "C", "C", "C", "C", "C", "C", "C", "C", "H", "H", "H", "H", "H", "H", "H", "H", "H", "H", "H", "H", "H", "H", "H", "H", "H", "H", "H", "H", "H", "H", "H", "H", "H", "H", "H", "H", "H", "H", "H"],
  "xyz": [[-3.221, -1.932, -1.266], [-1.184, 2.290, -2.387], [-0.311, 0.374, 1.670], [-1.676, 2.197, -0.162], [-3.305, -1.341, -2.799], [0.976, 1.711, 0.399], [0.667, -2.057, 0.676], [0.837, -4.916, 1.415], [0.376, 2.877, 1.027], [2.994, -2.474, 1.825], [0.632, -3.159, -0.387], [-0.720, 4.474, -0.660], [-0.422, 5.794, 0.044], [-0.953, 3.352, 0.355], [-1.684, 1.719, -1.428], [-2.516, -0.550, -0.603], [0.064, -4.456, 0.181], [-2.808, -0.126, -2.844], [2.207, -1.599, 2.771], [-2.784, 0.602, -4.150], [1.848, 1.956, -0.740], [0.541, 0.486, 0.793], [-2.339, 0.384, -1.589], [1.491, -2.544, 1.862], [1.114, -0.729, 0.080], [0.905, -3.806, 2.461], [2.232, -1.842, 3.826], [-1.610, 4.585, -1.280], [1.111, 3.682, 0.987], [-2.010, 1.577, 0.557], [-3.239, 1.587, -4.054], [-1.758, 0.765, -4.477], [2.648, 2.640, -0.450], [1.286, 2.391, -1.567], [-1.581, 3.759, 1.152], [0.083, 4.210, -1.342], [-0.102, -3.589, 2.837], [-0.984, -4.289, 0.456], [2.164, -0.539, 2.560], [-2.231, -0.497, 0.438], [2.300, 1.037, -1.094], [2.203, -0.655, 0.046], [0.379, -5.813, 1.837], [-0.353, -1.917, 1.048], [-3.322, 0.018, -4.893], [3.485, -1.998, 0.986], [0.066, -5.237, -0.582], [3.538, -3.311, 2.243], [0.196, 2.633, 2.071], [0.777, -0.676, -0.961], [1.503, -4.122, 3.320], [0.461, 5.735, 0.683], [1.857, -5.186, 1.121], [0.030, -2.830, -1.240], [-1.262, 6.099, 0.672], [1.649, -3.331, -0.760], [-0.245, 6.587, -0.682]]
}

{
  "formula": "C20H31N3O3S",
  "method": "ωB97M-V/def2-TZVPD",
  "de_lowest_kj_mol": 2031.17,
  "species": ["S", "O", "O", "O", "N", "N", "N", "C", "C", "C", "C", "C", "C", "C", "C", "C", "C", "C", "C", "C", "C", "C", "C", "C", "C", "C", "C", "H", "H", "H", "H", "H", "H", "H", "H", "H", "H", "H", "H", "H", "H", "H", "H", "H", "H", "H", "H", "H", "H", "H", "H", "H", "H", "H", "H", "H", "H", "H"],
  "xyz": [[1.698, 0.603, -2.440], [2.083, 1.782, -3.056], [2.962, -0.029, -1.747], [-1.010, 2.128, 3.661], [-2.024, 2.142, 1.713], [0.640, -2.036, -0.798], [1.055, -0.397, -3.283], [-3.408, 4.309, 3.865], [0.317, -2.397, -2.186], [-1.252, 1.625, 0.880], [-0.017, -4.103, 1.299], [1.501, -3.038, -0.390], [-0.538, -2.018, 0.191], [0.118, 1.400, 1.209], [-1.182, -3.288, 0.526], [0.622, 0.841, -0.933], [1.020, 1.196, 0.228], [-2.248, 2.329, 2.933], [-3.440, 2.766, 3.817], [-0.759, 1.070, -1.427], [-3.422, 2.293, 0.922], [-3.061, 1.854, -0.381], [1.073, -1.772, -3.156], [1.112, -4.250, 0.111], [2.751, -2.141, 0.807], [3.867, -2.972, 1.009], [-1.686, 1.680, -0.560], [0.292, -3.462, 2.158], [-3.483, 1.083, -0.905], [2.102, -2.057, -2.772], [0.787, -0.259, -4.312], [-1.586, -3.574, -0.237], [0.035, -1.498, 0.993], [-3.350, 2.392, 4.772], [-1.010, -1.942, -2.246], [0.682, -5.002, -0.427], [0.050, -3.530, -2.346], [4.564, -2.144, 1.669], [-4.444, 4.626, 4.475], [2.087, -2.049, 1.527], [-4.045, 3.090, 1.219], [0.993, -2.164, -4.299], [-4.076, 1.422, 1.324], [-3.408, 4.591, 2.768], [-0.417, -4.924, 1.548], [2.291, -3.362, -1.228], [2.831, -1.188, 0.080], [-0.931, 1.136, -2.346], [-1.298, -1.327, -0.303], [3.808, -3.999, 1.587], [2.138, 1.111, 0.474], [-2.647, 4.757, 4.339], [1.944, -4.869, 0.601], [-4.160, 2.327, 3.577], [0.535, 1.749, 2.350], [-1.996, -3.108, 1.379], [-3.337, 2.729, -1.171], [4.657, -3.204, 0.158]]
}

{
  "formula": "C20H31N5O3S2",
  "method": "ωB97M-V/def2-TZVPD",
  "de_lowest_kj_mol": 0.00,
  "species": ["S", "S", "O", "O", "O", "N", "N", "N", "N", "N", "C", "C", "C", "C", "C", "C", "C", "C", "C", "C", "C", "C", "C", "C", "C", "C", "C", "C", "C", "C", "H", "H", "H", "H", "H", "H", "H", "H", "H", "H", "H", "H", "H", "H", "H", "H", "H", "H", "H", "H", "H", "H", "H", "H", "H", "H", "H", "H", "H", "H", "H"],
  "xyz": [[-1.146, -2.034, -2.884], [3.514, -1.225, -3.312], [-2.532, -1.682, -3.035], [-0.734, -3.350, -3.268], [-0.169, -3.236, 2.684], [1.988, -1.639, -3.040], [3.266, -0.031, -4.354], [-0.617, -1.673, -1.343], [0.252, 1.031, 2.199], [-1.344, -1.322, 2.703], [1.288, 1.031, -5.365], [1.169, 1.167, 1.076], [-0.539, -0.725, 3.744], [0.099, -2.724, -0.649], [-2.549, -1.909, 0.162], [-0.128, 2.286, 2.830], [1.285, 1.751, -1.367], [-1.012, -2.523, 2.176], [0.612, 2.060, -0.035], [-0.200, -0.847, -3.839], [1.199, -0.852, -3.769], [1.014, 3.170, 3.355], [-1.810, -2.991, 0.953], [-0.079, 1.004, -5.398], [-0.817, 0.072, -4.639], [-1.560, -0.956, -0.513], [0.672, 0.014, 3.153], [1.952, 0.103, -4.545], [0.463, 4.367, 4.118], [-0.850, -3.725, 0.006], [-2.092, -0.261, -1.163], [1.092, 0.718, -1.648], [-2.540, -3.714, 1.340], [0.736, -2.254, 0.107], [1.277, 0.422, 3.975], [-3.252, -1.354, 0.788], [-0.116, 4.041, 4.979], [0.729, -3.215, -1.390], [-0.179, -1.530, 4.388], [2.361, 1.899, -1.298], [1.621, 3.524, 2.520], [1.280, -0.728, 2.632], [1.274, 5.001, 4.471], [-0.985, -0.392, 0.227], [1.660, 2.587, 4.015], [-1.895, 0.063, -4.680], [-1.911, -0.682, 2.175], [1.314, 0.164, 0.662], [-3.127, -2.394, -0.627], [-0.461, 1.884, -0.128], [-0.271, -4.456, 0.572], [-0.714, 2.859, 2.106], [-1.171, -0.051, 4.325], [2.161, 1.539, 1.385], [1.864, 1.737, -5.942], [-0.184, 4.963, 3.478], [0.900, 2.397, -2.152], [0.762, 3.112, 0.213], [-1.412, -4.238, -0.775], [-0.790, 2.040, 3.663], [-0.615, 1.707, -6.017]]
}

{
  "formula": "C20H31N5ORuS4",
  "method": "ωB97M-V/def2-TZVPD",
  "total_charge": 4,
  "multiplicity": 5,
  "species": ["Ru", "S", "S", "S", "S", "O", "N", "N", "N", "N", "N", "C", "C", "C", "C", "C", "C", "C", "C", "C", "C", "C", "C", "C", "C", "C", "C", "C", "C", "C", "C", "H", "H", "H", "H", "H", "H", "H", "H", "H", "H", "H", "H", "H", "H", "H", "H", "H", "H", "H", "H", "H", "H", "H", "H", "H", "H", "H", "H", "H", "H", "H"],
  "xyz": [[0.973, -0.082, 0.605], [1.807, 0.479, 2.820], [1.608, 2.294, 0.008], [-1.511, -1.332, 2.905], [5.031, 1.900, 1.493], [-0.923, -0.285, 1.966], [3.526, -1.983, 0.609], [-0.133, -0.465, -1.102], [2.159, -2.063, 0.189], [-4.293, 0.371, -8.901], [-1.398, -0.610, -2.896], [-4.146, -0.793, 3.158], [-1.719, -1.669, -2.086], [-1.984, -0.374, -4.156], [-3.233, -1.643, 2.302], [-0.443, 0.098, -2.261], [-0.933, -1.572, -0.982], [4.263, 1.355, -0.080], [3.502, 0.648, 3.509], [-3.195, 0.020, -6.619], [-3.042, -1.283, -6.123], [1.894, 3.028, 1.669], [-2.076, -0.400, 4.394], [1.208, 2.212, 2.738], [4.689, 0.477, 2.570], [-2.119, 0.926, -4.666], [-2.716, 1.123, -5.895], [-3.832, 0.221, -7.867], [3.299, 2.359, -0.690], [-3.533, -0.773, 4.557], [-2.445, -1.474, -4.896], [3.529, 1.605, 4.032], [5.574, 0.376, 3.204], [-2.833, 2.121, -6.286], [-3.385, -2.131, -6.695], [4.166, -2.094, -0.179], [3.176, 2.150, -1.753], [2.093, -2.328, -0.804], [1.666, -2.784, 0.730], [-2.312, -2.483, -4.539], [-1.464, -0.682, 5.246], [-4.042, -0.050, 5.200], [-2.488, -2.376, -2.325], [-3.648, -1.749, 5.036], [-4.245, 0.219, 2.760], [4.580, -0.415, 1.955], [3.754, -2.699, 1.299], [5.099, 1.224, -0.773], [-1.937, 0.656, 4.162], [3.652, 3.384, -0.581], [1.476, 4.037, 1.639], [-3.401, -2.707, 2.462], [1.338, 2.658, 3.727], [-1.795, 1.786, -4.097], [0.136, 2.125, 2.525], [-0.891, -2.224, -0.126], [0.035, 0.968, -2.671], [2.975, 3.100, 1.828], [-5.152, -1.221, 3.181], [3.773, 0.384, 0.070], [-3.271, -1.414, 1.240], [3.553, -0.146, 4.258]]
}

no.,E (Ha)
1,-1196.3203
2,-3018.8836
3,-1095.5191
4,-1493.6597
5,-1493.6674
6,-1568.1846
7,-2076.5906
8,-2815.7209